# 1
{"formula": "C52H50CaCl2N4O3PS", "method": "the ωB97M-V functional and the def2-TZVPD basis", "elements": ["C", "C", "H", "H", "H", "H", "N", "H", "C", "C", "H", "C", "H", "C", "H", "H", "H", "H", "H", "H", "C", "H", "H", "C", "H", "C", "H", "H", "C", "C", "H", "H", "H", "C", "C", "C", "C", "C", "C", "C", "H", "C", "O", "C", "O", "H", "H", "C", "H", "C", "H", "C", "H", "C", "C", "O", "C", "C", "C", "C", "H", "C", "C", "H", "N", "H", "S", "H", "C", "C", "H", "C", "H", "C", "C", "C", "Ca", "C", "H", "C", "N", "C", "H", "P", "H", "C", "H", "H", "H", "H", "C", "C", "H", "C", "C", "H", "H", "Cl", "H", "H", "H", "Cl", "H", "C", "C", "C", "C", "H", "C", "N", "H", "C", "H", "C"], "xyz": [[2.964, 2.291, -0.545], [2.407, 2.660, -1.896], [3.594, 1.239, -2.948], [-0.409, -3.898, 2.900], [0.817, -5.012, -0.777], [-0.316, 1.496, -3.235], [-1.878, 1.282, -0.418], [3.991, 1.215, 2.557], [1.407, -2.994, -1.232], [-2.125, -1.327, -2.528], [2.923, -3.282, 1.098], [1.244, 3.188, -4.369], [1.456, -4.054, 1.672], [-3.172, -5.663, -0.569], [-5.603, 3.381, -1.794], [-0.475, -3.663, 4.655], [0.913, -4.429, 3.934], [-2.868, 6.022, 0.930], [2.603, 1.725, -5.150], [3.841, 1.655, -0.665], [0.021, -1.573, -3.580], [1.074, -1.810, -3.532], [2.343, -1.108, -1.644], [-5.713, 2.741, 0.258], [2.751, 2.104, 3.419], [1.332, -0.033, 4.272], [-2.785, -3.059, 2.444], [4.903, -0.694, 2.561], [-2.054, 6.128, 0.231], [2.855, -4.906, -1.397], [-3.729, -0.711, -3.803], [-3.871, -6.481, -0.533], [-3.783, -4.868, 1.313], [-5.103, 2.889, -0.974], [2.001, -2.293, 2.776], [0.538, -1.184, 4.359], [-0.539, -1.196, -4.790], [2.471, -0.023, 3.458], [-3.824, 2.386, -1.128], [-1.428, -4.463, -1.691], [0.081, -1.162, -5.675], [0.798, 3.854, -3.242], [1.503, 0.421, -0.432], [-0.770, -1.647, -2.440], [-1.922, -0.708, 2.517], [-0.030, 4.541, -3.318], [-5.559, 2.001, 2.255], [-2.293, -2.717, 1.523], [-1.321, -2.013, 5.125], [0.083, 6.416, -1.506], [4.539, -2.077, -2.149], [2.819, 1.986, -3.034], [3.986, 1.221, 4.319], [-1.354, -3.539, -0.652], [3.350, 1.198, 3.432], [1.259, 1.919, 1.127], [-5.054, 2.107, 1.306], [-1.089, 5.144, 0.146], [1.024, 1.185, 5.105], [1.373, 3.608, -1.994], [4.479, -2.228, 1.850], [0.887, -2.322, 3.625], [-3.773, 1.610, 1.149], [1.008, 3.679, 0.018], [-1.844, -1.536, 1.433], [-0.777, -4.349, -2.546], [-2.821, 2.425, -2.558], [-2.319, -0.607, -5.820], [-0.647, -1.178, 5.296], [-0.023, 5.231, -0.762], [-0.758, 8.303, -2.009], [2.259, 2.250, -4.272], [-1.214, -0.254, 5.192], [-0.882, 7.403, -1.427], [0.176, -3.643, 3.788], [-3.119, -4.755, 0.469], [-0.160, 0.317, 0.818], [1.615, -4.364, -1.109], [0.787, 3.397, -5.324], [1.857, 1.487, 0.127], [0.906, 4.211, -0.838], [-2.679, -0.952, -3.737], [4.870, -4.518, -2.009], [-0.152, -2.149, -0.786], [3.225, 3.166, 0.049], [-1.885, -0.887, -4.873], [-6.711, 3.121, 0.407], [-2.283, -1.183, 3.298], [3.001, -5.972, -1.308], [0.294, 0.789, -1.755], [3.905, -4.092, -1.787], [3.718, -2.723, -1.873], [1.941, 1.623, 5.489], [2.479, -2.178, -1.600], [2.352, -3.526, 1.988], [-2.373, -6.206, -2.481], [-3.250, 1.145, 1.972], [-1.175, 3.769, 1.203], [-2.716, 8.015, -0.520], [-0.307, -1.251, 6.329], [0.399, 0.951, 5.960], [1.480, 6.688, -2.488], [2.949, -4.210, 2.593], [-3.141, 1.732, -0.084], [-1.963, 7.248, -0.579], [2.823, -1.165, 2.730], [-2.329, -5.510, -1.658], [-2.741, -1.372, -1.638], [-2.236, -3.671, 0.431], [-0.448, 1.256, -2.266], [0.517, 1.940, 4.500], [4.135, -1.209, 1.989], [4.050, -0.735, 1.009], [-1.585, 1.569, -1.653]], "forces_ev_per_a": [[-0.327, -0.090, 0.025], [0.015, 0.293, -0.052], [0.128, -0.065, 0.032], [-0.011, -0.131, 0.027], [0.012, -0.041, -0.005], [0.199, -0.028, 0.037], [0.135, -0.331, 0.102], [0.050, 0.050, -0.040], [-0.036, 0.027, 0.245], [0.054, -0.071, 0.021], [-0.008, -0.037, -0.062], [-0.036, 0.075, 0.086], [0.008, -0.082, -0.035], [0.021, 0.013, 0.020], [-0.082, 0.061, -0.044], [-0.076, -0.033, 0.002], [-0.034, -0.137, -0.045], [-0.084, -0.063, 0.088], [0.052, -0.039, -0.067], [-0.011, -0.017, 0.013], [-0.025, -0.070, 0.184], [0.012, -0.054, -0.047], [0.046, 0.008, -0.048], [-0.121, 0.003, 0.036], [0.022, 0.086, 0.004], [0.050, -0.113, -0.071], [0.074, 0.144, -0.066], [0.075, 0.072, -0.057], [0.029, -0.010, 0.022], [0.048, -0.102, -0.002], [-0.097, 0.014, 0.038], [-0.095, -0.114, 0.016], [-0.082, 0.003, 0.103], [0.135, -0.013, 0.009], [-0.001, 0.004, 0.055], [0.052, -0.027, -0.044], [-0.008, 0.036, -0.122], [-0.078, -0.093, 0.004], [0.191, -0.201, 0.132], [-0.077, 0.036, 0.034], [0.052, 0.027, -0.081], [0.012, -0.024, 0.095], [1.019, -1.002, -1.325], [0.029, 0.084, -0.184], [-0.410, 0.021, 0.980], [-0.059, 0.078, -0.036], [0.032, 0.017, 0.080], [-0.350, 0.123, 0.741], [-0.070, -0.039, 0.001], [0.008, -0.186, 0.124], [0.061, 0.029, -0.048], [-0.015, 0.037, -0.070], [0.094, 0.075, 0.026], [0.020, 0.027, 0.385], [-0.130, -0.014, -0.029], [0.304, 1.074, 1.001], [-0.026, 0.023, -0.022], [0.038, 0.208, -0.309], [0.015, -0.093, -0.080], [0.210, -0.239, -0.463], [0.017, -0.009, -0.084], [0.040, 0.073, -0.003], [0.191, -0.057, -0.059], [-0.022, 0.134, -0.086], [0.001, -0.070, -0.535], [0.038, 0.008, -0.059], [0.076, -0.020, 0.274], [-0.052, 0.040, -0.113], [0.169, -0.018, -0.120], [-0.257, 0.295, -0.034], [-0.010, 0.055, -0.090], [-0.022, -0.143, -0.131], [-0.070, 0.058, 0.095], [-0.046, 0.021, -0.019], [-0.011, 0.155, 0.041], [0.042, 0.212, 0.088], [-2.336, -1.854, 2.214], [-0.079, 0.081, -0.083], [-0.046, 0.043, -0.117], [1.930, 1.247, -0.407], [0.324, -0.170, 0.545], [-0.060, 0.020, -0.004], [0.146, -0.094, -0.020], [0.234, -0.714, -0.932], [-0.036, -0.032, 0.064], [0.026, 0.017, -0.035], [-0.097, 0.031, 0.011], [0.259, 0.233, -0.274], [0.035, -0.122, 0.007], [0.065, 0.148, -0.461], [0.031, -0.023, 0.042], [0.077, -0.037, -0.070], [0.006, 0.103, 0.013], [-0.078, 0.056, 0.114], [0.017, 0.109, 0.034], [0.003, -0.084, -0.090], [-0.066, -0.053, 0.032], [-0.037, 0.421, 0.281], [-0.103, 0.118, 0.016], [-0.120, 0.040, 0.114], [-0.065, 0.029, 0.023], [0.035, 0.233, 0.065], [0.042, -0.137, 0.023], [-0.918, 0.357, -0.328], [0.097, -0.068, 0.047], [-0.100, 0.018, 0.035], [0.000, 0.007, 0.034], [-0.098, -0.011, -0.010], [0.257, -0.438, -0.602], [-0.250, 0.033, 0.224], [-0.022, 0.152, 0.079], [-0.080, 0.014, 0.061], [0.117, 0.013, -0.120], [-0.149, 0.395, -1.000]], "mulliken_charge": [-1.6976, 0.2467, 0.4892, 0.1679, 0.4098, 0.1816, 0.9158, 0.4601, 0.7053, -0.3765, 0.2601, -1.1767, 0.4563, -0.8181, 0.4630, 0.4995, 0.4442, 0.4784, 0.4608, 0.5051, -0.3292, 0.4033, -0.1889, -0.6925, 0.5192, 0.7050, 0.3844, 0.5164, -0.6203, -0.7917, 0.5118, 0.4317, 0.4846, -0.8555, 1.3993, 2.0645, -0.7687, 2.0394, 1.0529, 0.0739, 0.5009, 0.0318, -1.1639, 0.3379, -0.4819, 0.5475, 0.4574, -0.9586, 0.4062, 0.8076, 0.4696, -0.7344, 0.4863, 0.0188, -2.8454, -1.1276, -0.9809, 0.5700, -2.3475, 0.8908, 0.4763, 0.7100, -0.3512, -0.1518, 0.3453, 0.5638, -0.4782, 0.4343, -3.0997, -0.7264, 0.4493, -0.8952, 0.5112, -0.5524, -2.2468, -0.6262, 1.4903, -0.9522, 0.4260, 2.1967, 0.1488, -0.6857, 0.4272, 2.6492, 0.4060, -0.7927, 0.4337, 0.2260, 0.4380, -2.0000, -0.9400, -0.7622, 0.4368, -0.3206, -2.1927, 0.4786, 0.5533, -0.0864, 0.4212, 0.5613, 0.5117, -0.1666, 0.5269, -1.5239, -0.6807, 0.8091, -0.9301, 0.2532, -0.0334, 2.5680, 0.2849, -2.3468, 0.2202, 0.2859], "de_lowest_kcal_mol": 24.87, "multiplicity": 1, "homo_lumo_gap_ev": 7.3, "lumo_ev": -2.605, "charge": 1, "e_homo_ev": -9.897}



# 2
{"formula": "C52H50EuN9O4P", "method": "the ωB97M-V functional and the def2-TZVPD basis", "elements": ["H", "C", "H", "H", "C", "C", "C", "C", "C", "C", "H", "H", "H", "H", "C", "C", "C", "C", "C", "H", "H", "N", "H", "H", "C", "N", "H", "H", "H", "H", "C", "C", "Eu", "N", "H", "H", "C", "C", "H", "H", "H", "C", "C", "C", "C", "C", "C", "H", "H", "C", "C", "P", "H", "C", "H", "H", "C", "C", "C", "H", "N", "H", "C", "C", "H", "H", "O", "H", "H", "C", "N", "H", "O", "C", "C", "H", "C", "N", "H", "N", "H", "C", "H", "C", "H", "N", "C", "H", "C", "H", "H", "C", "C", "C", "N", "H", "C", "H", "H", "H", "C", "H", "C", "H", "C", "O", "H", "C", "C", "C", "O", "H", "C", "H", "C", "C", "H"], "xyz": [[-0.915, 2.813, -1.355], [1.122, 6.719, -2.965], [0.328, -4.509, 1.449], [6.079, -1.483, 4.288], [0.227, 4.495, 2.996], [-0.044, -3.542, -4.967], [1.950, 5.015, 5.090], [-4.205, -0.884, 0.761], [0.111, 3.769, 4.169], [-0.966, 2.714, 4.289], [3.901, -5.425, 0.445], [-0.919, 5.355, -5.294], [2.768, 0.212, 6.372], [-2.245, -1.240, -6.124], [2.095, 5.715, 3.906], [3.361, -1.732, -0.491], [0.507, -2.111, 2.365], [-0.463, 1.379, 2.230], [0.259, -1.418, -3.821], [-5.191, -1.966, -1.298], [-3.241, 0.050, -3.410], [-2.331, 2.986, -2.947], [-3.220, 4.814, -2.570], [-0.461, 4.326, 2.181], [-3.445, -2.657, -2.358], [-1.253, 2.127, 3.005], [1.912, -0.985, -2.606], [-4.977, -0.193, 0.405], [0.903, 0.425, -3.000], [-2.992, 1.810, 0.438], [4.502, -0.647, 5.466], [-4.193, -2.354, -1.062], [-0.605, -1.133, -0.694], [-2.382, 2.391, 2.349], [-0.967, -5.515, 0.781], [-0.383, -5.878, -1.638], [0.644, -2.751, -4.077], [-2.243, 1.779, 1.202], [1.384, 0.005, 4.350], [4.717, -1.682, 2.258], [0.070, -4.397, -2.528], [0.644, -2.849, 3.536], [-0.537, 5.614, -4.317], [1.231, 5.448, 2.847], [2.797, -2.239, 0.678], [0.599, 6.403, -4.207], [-0.511, -4.793, -1.694], [5.099, -0.584, 6.362], [-4.690, -1.688, 1.319], [4.105, -2.552, -1.322], [1.378, 6.089, 1.561], [1.845, -1.037, 1.695], [1.080, 6.770, -5.101], [0.016, -5.076, 0.580], [-0.660, 1.934, 4.992], [0.518, 1.055, 2.512], [0.982, 4.031, 5.218], [-1.951, -3.855, -6.452], [5.048, -1.162, 4.303], [2.598, -3.962, 1.941], [2.254, 6.967, 1.171], [0.250, -4.569, -5.147], [4.285, -3.884, -0.991], [-1.147, -3.022, -5.656], [4.546, -2.152, -2.225], [2.009, 7.323, -2.863], [-0.028, -4.171, -0.515], [0.899, 3.469, 6.136], [1.568, -2.832, 4.099], [-1.584, -3.658, 3.252], [-1.883, 1.043, -2.055], [0.743, -5.873, 0.389], [0.575, 5.710, 0.536], [-1.694, -2.939, 2.071], [-1.452, -1.662, -5.525], [-0.937, 0.189, -4.626], [0.496, 6.232, -1.819], [2.053, 7.184, -0.133], [-1.188, 5.175, -1.035], [-1.061, 1.125, 1.076], [-3.986, -3.411, -2.941], [-0.413, -3.617, 3.988], [-2.622, -3.036, 1.517], [-2.481, 4.390, -3.262], [-4.320, -3.261, -0.453], [-3.076, 2.104, -3.608], [3.738, -4.390, 0.178], [-2.900, 4.419, -4.271], [-1.614, 2.343, -2.018], [4.874, -4.522, -1.631], [-2.321, -4.984, -2.844], [2.945, -0.883, 3.165], [-1.198, 5.172, -3.177], [0.884, -0.644, -2.753], [-2.648, -4.544, -7.051], [2.863, 6.460, 3.780], [-1.983, -4.471, -1.936], [-2.407, -4.269, 3.593], [-1.899, 3.163, 4.644], [3.258, -0.675, -0.709], [2.997, -3.573, 1.014], [-3.509, -0.374, 1.423], [-0.675, 5.487, -1.933], [2.603, 5.229, 5.920], [-2.790, 0.955, -3.061], [-2.108, -3.060, -2.117], [-2.594, -4.797, -1.083], [4.280, -1.274, 3.157], [-0.735, -0.874, -4.658], [3.187, -0.209, 5.470], [-3.448, -1.390, -0.330], [1.506, -3.145, -3.548], [1.058, 6.434, -0.503], [-3.381, -1.742, -2.948], [2.418, -0.317, 4.327], [-0.672, -2.112, 1.578], [-0.326, -4.181, 4.903]], "forces_ev_per_a": [[0.101, 0.126, 0.108], [-0.118, -0.115, 0.129], [-0.003, -0.078, 0.032], [0.080, -0.037, -0.008], [0.095, 0.091, 0.047], [-0.224, -0.013, -0.252], [0.041, 0.059, 0.012], [0.076, 0.149, 0.236], [0.055, 0.032, 0.022], [0.144, 0.388, 0.548], [0.016, -0.080, 0.022], [-0.065, 0.016, -0.083], [-0.082, 0.029, 0.061], [-0.061, 0.041, -0.068], [-0.148, 0.006, -0.193], [0.047, 0.011, 0.252], [-0.112, 0.661, -0.550], [-0.081, -0.021, -0.028], [0.121, -0.037, -0.300], [0.051, -0.001, -0.036], [-0.044, -0.120, -0.023], [0.451, -0.628, 0.377], [0.069, -0.051, -0.167], [-0.021, -0.066, -0.065], [-0.350, 0.374, 0.312], [0.280, -0.680, -0.591], [-0.152, -0.037, 0.396], [0.068, -0.004, -0.004], [-0.198, -0.076, 0.339], [-0.182, -0.013, -0.138], [0.049, 0.001, -0.042], [0.258, -0.268, -0.346], [-0.401, 0.045, -0.043], [-0.984, 0.529, 0.032], [0.029, 0.027, -0.055], [0.014, 0.037, -0.073], [0.022, 0.350, 0.207], [0.256, 0.087, 0.127], [-0.082, -0.015, 0.039], [0.043, -0.053, -0.046], [-0.107, -0.225, 0.148], [-0.025, -0.069, 0.039], [-0.089, -0.035, 0.052], [-0.286, -0.402, 0.366], [-0.128, 0.504, -0.084], [0.058, 0.035, 0.044], [-0.367, 0.208, -0.194], [0.055, 0.041, 0.075], [0.063, -0.072, -0.041], [0.081, -0.059, -0.171], [0.513, 0.618, -0.474], [0.264, -0.925, 0.273], [0.057, 0.016, -0.054], [0.123, 0.044, 0.239], [-0.098, 0.062, -0.092], [0.191, -0.024, 0.085], [-0.140, -0.026, -0.121], [-0.471, -0.501, -0.481], [0.133, 0.010, 0.127], [-0.074, -0.055, 0.041], [-0.036, -0.545, 1.702], [0.004, 0.010, 0.045], [0.046, 0.065, -0.102], [0.684, 0.654, 0.707], [0.052, 0.023, -0.046], [0.128, 0.053, -0.018], [-0.101, 0.144, -0.269], [0.014, -0.055, 0.127], [0.037, 0.052, 0.026], [-0.119, -0.029, -0.018], [0.209, -0.224, 0.230], [-0.046, 0.030, -0.091], [0.028, 0.000, -0.002], [-0.052, 0.299, -0.246], [-0.006, -0.280, -0.154], [-0.003, -0.033, 0.106], [-0.334, -0.236, -0.308], [-0.596, 0.021, -1.688], [-0.069, -0.044, 0.115], [0.277, -0.364, -0.253], [0.075, 0.054, 0.020], [0.009, -0.073, 0.062], [-0.080, 0.025, -0.062], [-0.113, 0.723, -0.079], [0.022, 0.102, -0.027], [-0.711, -0.157, -0.672], [-0.070, -0.083, 0.148], [0.060, 0.007, 0.192], [0.026, -0.116, -0.011], [0.038, -0.085, -0.080], [-0.018, 0.052, 0.060], [-0.058, 0.357, -0.181], [0.040, -0.019, 0.033], [0.294, 0.185, -0.642], [-0.142, -0.168, -0.171], [0.142, 0.104, 0.029], [0.495, -0.269, 0.233], [-0.107, -0.032, 0.036], [0.106, -0.208, -0.074], [-0.072, -0.021, -0.103], [0.051, 0.019, -0.031], [-0.127, -0.020, 0.017], [0.064, 0.137, -0.116], [0.119, 0.000, 0.077], [-0.004, 0.244, 0.225], [0.235, 0.155, 0.236], [0.055, 0.023, -0.103], [-0.210, -0.036, -0.162], [0.041, 0.054, 0.311], [0.010, 0.046, 0.115], [0.184, -0.122, -0.232], [-0.024, -0.040, 0.012], [0.663, 0.447, 0.461], [-0.033, -0.196, -0.037], [-0.005, -0.015, -0.131], [0.081, -0.337, 0.704], [0.034, -0.089, 0.115]], "mulliken_charge": [0.9578, -0.9189, -0.1022, 0.4236, -0.1533, -0.4565, -0.7105, -1.1423, 0.8805, -1.2858, 0.4806, 0.4493, 0.4351, 0.5451, -0.9122, -0.6312, 1.2060, -0.9075, 0.8903, 0.5126, 0.5423, 1.1539, 0.2813, 0.8358, 0.1099, 1.1450, 0.4777, 0.2511, 0.4351, 0.9740, -0.6035, -0.9158, 0.8339, -1.0867, 0.3998, 0.4614, -0.5980, -1.5972, 0.5214, 0.4028, -0.0166, -0.3110, -0.8027, -0.0713, 0.7336, -0.6540, -0.8548, 0.4049, 0.4503, -0.6503, 0.5852, 0.0963, 0.4195, -0.6891, 0.4701, 0.6478, -0.8967, -0.0066, -0.7203, 0.4767, -0.4761, 0.4841, -0.6646, 0.4734, 0.4427, 0.5389, 0.3909, 0.5003, 0.4390, -0.9800, 1.0369, 0.3365, -0.1987, -0.3902, -0.8206, 0.6024, 0.1119, -0.5023, 0.8030, 1.0088, 0.4890, -0.8582, 0.2238, -1.1683, 0.3845, -1.2239, -0.7449, 0.4532, -1.3812, 0.4271, 0.4944, 0.4652, 0.7771, -1.5257, -0.5546, 0.5523, -0.7794, 0.4229, 0.3245, 0.5499, -0.5275, 0.2926, -0.0858, 0.4216, -1.1841, 0.3573, 0.3348, -0.5456, -0.7463, -0.8134, 0.4557, 0.5028, 0.4258, -0.6415, -0.1980, -0.1472, 0.4395], "multiplicity": 7, "homo_lumo_gap_ev": [5.8, 7.9], "lumo_ev": [-4.190, -2.157], "charge": 1, "e_homo_ev": [-9.976, -10.046]}



Which formula does entry 1 have?
C52H50CaCl2N4O3PS